1.
Here is a structure of composition C20H21N4O7RhSSe2 from OMol25. Energies are from ωB97M-V/def2-TZVPD.

Calculated values
max |F|: 1.20 eV/A
HOMO energy: -1.49 eV
net charge: -2
multiplicity: 1
total energy: -6832.0570 Eh
lowest unoccupied orbital energy: 4.24 eV
gap between HOMO and LUMO: 5.7 eV

Geometry (Å):
Rh -1.004 -1.173 0.950
N -1.607 -1.936 5.223
C -1.645 -1.478 3.900
S -1.324 -2.681 2.676
N -1.967 -0.237 3.756
N -1.962 0.149 2.410
C -1.926 1.415 2.266
C -1.882 2.176 1.009
C -1.800 3.566 1.104
C -1.762 4.385 -0.014
C -1.823 3.777 -1.274
C -1.889 2.404 -1.400
C -1.892 1.547 -0.264
O -1.956 0.267 -0.383
H -0.985 -2.720 5.335
H -1.425 -1.183 5.869
H -1.900 1.991 3.191
H -1.759 4.007 2.098
H -1.679 5.460 0.085
H -1.810 4.394 -2.168
H -1.929 1.923 -2.372
O -0.714 -2.325 -4.679
C -0.336 -3.525 -3.991
C -0.404 -3.349 -2.470
C 0.242 -4.644 -1.947
O -0.199 -5.113 -0.693
C 0.409 -2.122 -2.088
Se 0.944 -2.006 -0.230
C -1.858 -3.140 -2.078
Se -2.429 -2.796 -0.233
H -0.596 -2.475 -5.621
H 0.692 -3.800 -4.262
H -0.997 -4.351 -4.282
H 1.330 -4.479 -1.955
H 0.031 -5.461 -2.648
H -0.064 -4.382 -0.065
H -0.145 -1.215 -2.322
H 1.341 -2.100 -2.661
H -2.436 -4.037 -2.321
H -2.235 -2.317 -2.681
O 1.843 0.881 3.725
C 1.447 0.581 2.589
O 0.718 -0.401 2.277
C 1.992 1.491 1.476
C 1.517 1.487 0.173
C 2.036 2.358 -0.786
C 3.064 3.223 -0.462
C 3.544 3.192 0.834
C 3.028 2.360 1.804
N 4.676 4.101 1.195
O 5.136 4.814 0.319
O 5.085 4.080 2.338
H 0.747 0.786 -0.099
H 1.624 2.355 -1.786
H 3.491 3.906 -1.182
H 3.401 2.370 2.817

Results of the natural (NBO) charge analysis, in e, for atoms 1 through 4: 0.584 -0.830 0.271 -0.122


2.
Here is the molecule C11H12ClNO2 from OMol25. Energies are from ωB97M-V/def2-TZVPD.

Calculated values
max |F|: 3.56 eV/A
HOMO energy: -9.19 eV
net charge: 0
multiplicity: 1
total energy: -1091.6674 Eh
lowest unoccupied orbital energy: 0.74 eV
gap between HOMO and LUMO: 9.9 eV

Geometry (Å):
C -0.829 1.863 3.123
C -0.685 0.505 3.306
C -0.517 2.424 1.884
C -0.309 -0.274 2.234
C -0.093 1.646 0.875
C 0.017 0.244 0.987
C -1.008 -1.186 -1.839
C -0.909 -1.897 -0.399
C 0.217 -0.748 -0.089
C 1.648 -1.244 -0.012
C 0.565 0.581 -3.620
N 0.025 -0.367 -1.523
O -1.704 -1.431 -2.778
O 0.458 0.724 -2.177
Cl -0.252 -3.606 -0.543
H -1.175 2.589 3.867
H -0.882 0.012 4.293
H -0.518 3.504 1.913
H -0.226 -1.371 2.316
H 0.255 2.171 -0.047
H -1.786 -2.073 0.188
H 1.991 -1.824 0.814
H 2.064 -0.273 0.046
H 1.886 -1.614 -0.958
H 0.886 1.535 -3.837
H -0.372 0.273 -4.152
H 1.255 -0.161 -3.871

Results of the natural (NBO) charge analysis, in e, for atoms 1 through 4: -0.197 -0.218 -0.236 -0.190


3.
Here is a structure of composition C44H39N4O2P2ReS3 from OMol25. Energies are from ωB97M-V/def2-TZVPD.

Calculated values
max |F|: 1.27 eV/A
HOMO energy (spin up / spin down): -6.96 / -7.30 eV
net charge: 0
multiplicity: 3
total energy: -4025.1564 Eh
lowest unoccupied orbital energy (spin up / spin down): 0.19 / -1.04 eV
gap between HOMO and LUMO (spin up / spin down): 7.2 / 6.3 eV

Geometry (Å):
Re 0.354 -0.294 0.120
C -1.187 0.406 -2.973
N -2.352 1.092 -2.436
C -2.901 0.448 -1.257
P -1.959 0.495 0.352
C -3.161 -0.574 1.266
C -4.245 -0.036 1.966
C -5.190 -0.866 2.549
C -5.076 -2.244 2.446
C -3.986 -2.788 1.786
C -3.038 -1.960 1.207
C -2.396 2.058 1.188
C -1.903 2.233 2.478
C -2.215 3.370 3.207
C -3.041 4.339 2.654
C -3.546 4.163 1.374
C -3.223 3.031 0.640
C -3.260 1.629 -3.374
C -2.804 2.249 -4.547
C -3.676 2.783 -5.479
C -5.046 2.736 -5.281
C -5.517 2.147 -4.122
C -4.648 1.602 -3.189
P 0.470 0.525 -2.117
C 1.365 -0.455 -3.403
C 1.489 -1.838 -3.323
C 2.064 -2.567 -4.352
C 2.519 -1.922 -5.491
C 2.416 -0.542 -5.579
C 1.847 0.186 -4.548
C 1.247 2.139 -2.455
C 2.532 2.337 -1.955
C 3.218 3.508 -2.241
C 2.623 4.492 -3.017
C 1.333 4.307 -3.493
C 0.645 3.138 -3.209
H -1.017 0.676 -4.012
H -1.358 -0.685 -2.954
H -3.048 -0.630 -1.434
H -3.865 0.877 -1.002
H -4.362 1.034 2.064
H -6.024 -0.431 3.084
H -5.829 -2.887 2.882
H -3.868 -3.862 1.717
H -2.187 -2.396 0.710
H -1.277 1.466 2.915
H -1.813 3.500 4.203
H -3.292 5.227 3.220
H -4.197 4.912 0.939
H -3.607 2.920 -0.367
H -1.749 2.320 -4.768
H -3.268 3.238 -6.372
H -5.725 3.141 -6.018
H -6.582 2.091 -3.937
H -5.096 1.129 -2.329
H 1.127 -2.360 -2.453
H 2.152 -3.642 -4.263
H 2.949 -2.490 -6.305
H 2.778 -0.029 -6.461
H 1.788 1.262 -4.635
H 2.990 1.563 -1.350
H 4.218 3.659 -1.856
H 3.157 5.405 -3.247
H 0.857 5.078 -4.087
H -0.371 3.010 -3.552
O 0.196 -1.170 2.068
N 0.921 -0.682 3.059
C 1.003 -1.414 4.189
C 1.782 -1.011 5.240
C 2.501 0.181 5.127
C 2.374 0.935 3.987
C 1.552 0.514 2.934
S 1.288 1.481 1.544
H 0.431 -2.329 4.174
H 1.835 -1.622 6.127
H 3.156 0.502 5.925
H 2.904 1.866 3.852
S 2.648 -1.057 0.029
C 2.416 -2.753 0.317
C 3.589 -3.457 0.701
N 4.572 -3.976 0.998
C 1.215 -3.373 0.159
S -0.200 -2.562 -0.477
C 1.044 -4.748 0.461
N 0.863 -5.854 0.725
C -1.257 4.983 -1.216
C -0.403 3.996 -0.465
C 0.609 4.615 0.459
O -0.540 2.795 -0.601
H -1.861 5.528 -0.490
H -1.905 4.477 -1.930
H -0.619 5.698 -1.734
H 0.607 5.701 0.403
H 1.598 4.224 0.216
H 0.400 4.301 1.482

Results of the Löwdin charge analysis, in e, for atoms 1 through 4: 0.494 -0.269 -0.151 -0.287


4.
Here is a cluster of 2 separate species, C24H44F3NO11S in total from OMol25. Energies are from ωB97M-V/def2-TZVPD.

Calculated values
max |F|: 9.28 eV/A
HOMO energy: -9.31 eV
net charge: 0
multiplicity: 1
total energy: -2520.5762 Eh
lowest unoccupied orbital energy: -0.34 eV
gap between HOMO and LUMO: 9.0 eV

Geometry (Å):
C -3.684 -1.704 -0.256
N -2.656 -2.506 -1.031
C -1.237 -2.106 -0.686
C -0.475 -1.274 -1.919
C -0.110 -2.422 -3.033
C -0.925 -2.287 -4.455
O -0.795 -0.960 -5.103
C -2.506 -2.806 -4.356
F -2.602 -4.105 -3.591
F -2.928 -3.160 -5.757
F -3.440 -1.767 -3.862
O -1.467 -0.231 -2.224
S -1.275 1.066 -1.136
O -2.038 1.074 0.214
O -1.381 2.527 -1.634
O 0.314 0.668 -0.664
C 0.910 -0.506 -1.384
C 1.758 0.290 -2.580
C 2.977 1.182 -1.931
C 2.568 2.756 -1.641
C 2.051 3.569 -2.974
O 0.954 4.507 -2.572
C 0.442 5.164 -3.818
C -0.621 4.246 -4.718
O 0.819 6.405 -4.205
O 1.663 -1.148 -0.296
C 2.706 -2.058 -0.791
C 3.504 -2.640 0.555
C 4.618 -1.545 1.040
C 2.509 -3.208 1.718
C 2.336 -2.264 3.041
C 1.724 -3.263 4.235
C 1.232 -1.048 2.889
H -4.758 -2.197 -0.426
H -3.446 -1.648 0.890
H -3.759 -0.634 -0.772
H -2.815 -3.536 -0.964
H -1.270 -1.448 0.301
H -0.592 -3.065 -0.398
H 1.054 -2.389 -3.293
H -0.338 -3.477 -2.566
H -0.404 -3.056 -5.204
H -1.542 -0.346 -4.839
H 2.279 -0.502 -3.302
H 0.957 0.910 -3.171
H 3.424 0.662 -0.955
H 3.842 1.214 -2.752
H 1.707 2.870 -0.828
H 3.529 3.249 -1.135
H 2.944 4.267 -3.312
H 1.682 2.851 -3.852
H -1.705 4.699 -4.745
H -0.583 3.132 -4.314
H -0.198 4.201 -5.825
H 3.556 -1.504 -1.422
H 2.312 -2.959 -1.434
H 4.117 -3.580 0.148
H 5.439 -1.496 0.176
H 5.185 -1.833 2.032
H 4.139 -0.467 1.086
H 2.943 -4.246 2.090
H 1.476 -3.473 1.183
H 3.325 -1.828 3.488
H 1.072 -2.643 4.984
H 2.645 -3.815 4.751
H 1.006 -4.010 3.677
H 1.767 -0.059 2.512
H 0.648 -0.804 3.889
H 0.397 -1.283 2.073
C -3.223 3.061 2.699
C -3.883 1.956 3.504
O -3.020 1.520 4.561
C -3.027 2.287 5.679
O -3.696 3.294 5.856
O -2.148 1.753 6.563
C -2.018 2.499 7.771
H -2.235 2.745 2.349
H -3.836 3.331 1.835
H -3.072 3.957 3.308
H -4.060 1.090 2.858
H -4.858 2.270 3.895
H -2.992 2.668 8.240
H -1.514 3.449 7.570
H -1.401 1.919 8.463

Results of the Löwdin charge analysis, in e, for atoms 1 through 4: -0.137 -0.139 -0.144 -0.275